Record 1
Below is a cluster of 2 separate species, C17H19NO in total at a distorted geometry, with properties calculated with the ωB97M-V functional and the def2-TZVPD basis.

Positions of all 38 atoms, in Å:
C: -2.71 0.84 -1.27
C: -3.59 1.97 -1.96
C: -1.95 1.64 -0.36
C: -2.32 1.45 1.00
C: -0.74 2.31 -0.56
C: -1.91 2.25 2.05
C: -0.22 3.00 0.48
C: -0.81 3.00 1.73
O: -0.20 3.85 2.72
H: -3.38 0.12 -0.82
H: -2.07 0.07 -1.96
H: -3.14 2.96 -1.93
H: -2.80 0.49 1.12
H: -0.30 2.45 -1.54
H: -2.29 2.24 3.08
H: 0.64 3.71 0.39
H: -0.49 3.32 3.48
H: -4.56 1.91 -1.38
H: -3.80 1.67 -2.84
C: 1.37 -3.09 -2.52
C: 1.88 -1.88 -0.30
C: 1.99 -3.05 -1.17
C: 2.58 -2.26 0.88
C: 2.57 -4.09 -0.49
C: 1.42 0.18 0.68
C: 1.90 -0.22 1.97
C: 1.29 -0.66 -0.42
C: 2.55 -1.48 2.16
N: 2.97 -3.58 0.77
H: 0.95 1.09 0.48
H: 1.71 0.29 2.90
H: 0.75 -0.42 -1.45
H: 2.97 -1.73 3.08
H: 0.24 -2.87 -2.66
H: 1.30 -4.06 -3.01
H: 2.75 -5.09 -0.82
H: 3.47 -4.00 1.60
H: 1.99 -2.35 -3.11

Calculated values
energy = -21471.420 eV
HOMO-LUMO gap = 8.6 eV
ΔE to the lowest compared entry with this formula, charge and spin = 111.0 kcal per mole
E_HOMO = -0.28531 Ha
max |F| = 6.722 eV/A
SMILES = Cc1c[nH]c2ccccc12.CCc1ccc(O)cc1

---

Record 2
Below is a structure of composition C4H6O2, with properties calculated with the ωB97M-V functional and the def2-TZVPD basis.

Positions of all 12 atoms, in Å:
C: 0.41 -1.65 0.90
C: 0.66 -0.26 0.36
O: 1.74 0.29 0.49
C: -0.44 0.40 -0.34
C: -0.20 1.63 -1.04
O: -1.21 2.39 -0.92
H: 0.51 -2.38 0.09
H: -0.61 -1.74 1.31
H: 1.14 -1.88 1.67
H: -1.20 -0.22 -0.83
H: -1.49 1.46 -0.11
H: 0.68 1.96 -1.59

Calculated values
energy = -8337.125 eV
HOMO-LUMO gap = 9.4 eV
ΔE to the lowest compared entry with this formula, charge and spin = 76.9 kcal per mole
E_HOMO = -0.34202 Ha
max |F| = 0.356 eV/A

---

Record 3
Below is a cluster of 5 separate species, C51H111N4O12S2 in total at a distorted geometry, with properties calculated with the ωB97M-V functional and the def2-TZVPD basis.

Positions of all 180 atoms, in Å:
C: 3.47 -3.60 6.38
C: 4.11 -3.56 4.99
C: 3.47 -4.45 3.91
C: 1.97 -4.74 4.04
C: 1.04 -3.53 4.22
C: 1.43 -2.26 3.48
C: 0.38 -1.15 3.75
C: -0.51 -0.92 2.55
N: -1.27 0.37 2.58
C: -0.45 1.48 2.07
C: 0.39 2.15 3.16
C: -0.40 2.50 4.43
C: 0.07 1.80 5.71
C: 1.55 2.04 6.05
C: 2.44 0.77 6.04
C: 3.44 0.70 4.88
C: 4.71 -0.11 5.23
C: -2.42 0.16 1.80
S: -2.54 0.29 0.19
S: -3.82 -0.31 2.79
C: -5.19 0.35 1.79
C: -6.45 0.38 2.69
C: -7.56 -0.41 2.00
C: -8.89 -0.51 2.68
N: -9.93 -0.83 1.98
C: -11.15 -1.01 2.80
C: -10.47 -1.47 4.10
C: -11.32 -1.70 5.34
C: -12.66 -0.95 5.40
N: -13.71 -1.74 4.76
C: -9.34 -0.38 4.12
C: -8.36 -0.38 5.29
N: -8.95 0.25 6.49
H: 2.72 -2.82 6.47
H: 2.97 -4.55 6.58
H: 4.21 -3.38 7.15
H: 4.21 -2.53 4.64
H: 5.14 -3.91 5.10
H: 3.69 -4.08 2.91
H: 3.98 -5.42 3.96
H: 1.67 -5.25 3.12
H: 1.80 -5.47 4.84
H: 0.93 -3.33 5.28
H: 0.05 -3.82 3.85
H: 1.48 -2.45 2.40
H: 2.39 -1.86 3.80
H: -0.23 -1.46 4.61
H: 0.88 -0.24 4.04
H: 0.08 -0.97 1.63
H: -1.24 -1.74 2.49
H: 0.21 1.13 1.27
H: -1.10 2.24 1.65
H: 1.29 1.58 3.37
H: 0.74 3.09 2.72
H: -1.47 2.33 4.31
H: -0.28 3.57 4.61
H: -0.53 2.19 6.53
H: -0.15 0.73 5.67
H: 1.61 2.46 7.05
H: 1.97 2.79 5.37
H: 3.02 0.74 6.97
H: 1.81 -0.12 6.02
H: 2.96 0.25 4.01
H: 3.75 1.70 4.60
H: 5.53 0.56 5.46
H: 4.53 -0.76 6.09
H: 5.03 -0.75 4.41
H: -4.93 1.32 1.39
H: -5.34 -0.35 0.97
H: -6.19 -0.13 3.61
H: -6.73 1.42 2.88
H: -7.73 -0.01 0.99
H: -7.20 -1.43 1.88
H: -9.91 -0.98 0.98
H: -11.78 -1.77 2.35
H: -11.61 -0.03 2.91
H: -9.95 -2.38 3.80
H: -10.72 -1.53 6.23
H: -11.57 -2.76 5.35
H: -12.92 -0.87 6.45
H: -12.56 0.05 4.96
H: -13.72 -1.58 3.76
H: -14.62 -1.49 5.12
H: -9.86 0.59 4.15
H: -8.10 -1.41 5.55
H: -7.47 0.20 5.06
H: -9.96 0.30 6.43
H: -8.64 1.21 6.53
C: 6.85 -1.69 -2.61
O: 5.57 -2.18 -2.97
C: 5.59 -3.46 -3.59
C: 4.51 -4.37 -3.05
O: 4.71 -4.81 -1.72
C: 4.53 -3.88 -0.66
C: 3.11 -3.43 -0.41
O: 2.66 -2.55 -1.43
C: 1.31 -2.74 -1.79
H: 7.39 -1.30 -3.48
H: 6.70 -0.89 -1.89
H: 7.46 -2.47 -2.13
H: 6.57 -3.94 -3.46
H: 5.42 -3.32 -4.66
H: 4.55 -5.28 -3.65
H: 3.52 -3.93 -3.19
H: 5.20 -3.02 -0.76
H: 4.85 -4.42 0.24
H: 3.09 -2.87 0.54
H: 2.46 -4.30 -0.32
H: 1.06 -3.80 -1.89
H: 1.15 -2.26 -2.76
H: 0.65 -2.26 -1.05
C: 12.93 -4.03 1.03
O: 11.70 -3.94 0.34
C: 11.83 -3.67 -1.04
C: 10.91 -4.53 -1.88
O: 11.24 -5.90 -1.93
C: 11.02 -6.71 -0.79
C: 9.57 -6.97 -0.45
O: 8.94 -5.82 0.07
C: 7.62 -5.63 -0.37
H: 13.35 -3.04 1.23
H: 12.73 -4.53 1.98
H: 13.66 -4.63 0.48
H: 12.86 -3.82 -1.38
H: 11.57 -2.62 -1.22
H: 11.01 -4.17 -2.91
H: 9.87 -4.37 -1.59
H: 11.57 -6.34 0.08
H: 11.47 -7.68 -1.05
H: 9.54 -7.76 0.31
H: 9.05 -7.33 -1.35
H: 7.53 -5.80 -1.45
H: 7.35 -4.59 -0.17
H: 6.92 -6.28 0.16
C: -4.72 5.13 -6.24
O: -4.85 3.75 -5.97
C: -3.89 2.94 -6.63
C: -3.28 1.90 -5.72
O: -2.43 2.40 -4.71
C: -2.99 3.11 -3.62
C: -3.79 2.26 -2.65
O: -5.03 1.86 -3.20
C: -5.40 0.54 -2.87
H: -5.15 5.38 -7.22
H: -5.27 5.67 -5.47
H: -3.68 5.45 -6.20
H: -3.09 3.56 -7.05
H: -4.39 2.43 -7.46
H: -2.64 1.28 -6.35
H: -4.06 1.25 -5.31
H: -3.56 3.97 -3.95
H: -2.12 3.49 -3.06
H: -3.99 2.87 -1.76
H: -3.19 1.40 -2.35
H: -4.55 -0.15 -2.97
H: -6.18 0.23 -3.57
H: -5.79 0.47 -1.85
C: -0.77 6.26 -6.55
O: -1.13 7.40 -7.30
C: -0.86 8.64 -6.65
C: -0.23 9.65 -7.58
O: 1.10 9.36 -7.98
C: 1.33 8.31 -8.90
C: 0.86 8.56 -10.31
O: -0.55 8.52 -10.41
C: -1.10 9.49 -11.28
H: -1.52 6.05 -5.78
H: -0.73 5.42 -7.24
H: 0.21 6.38 -6.08
H: -0.20 8.49 -5.79
H: -1.81 9.05 -6.29
H: -0.16 10.58 -7.02
H: -0.88 9.84 -8.44
H: 0.95 7.36 -8.52
H: 2.42 8.22 -8.94
H: 1.28 7.77 -10.95
H: 1.25 9.52 -10.65
H: -0.64 10.47 -11.13
H: -2.16 9.57 -11.05
H: -0.99 9.19 -12.33

Calculated values
energy = -106873.320 eV
HOMO-LUMO gap = 6.0 eV
E_HOMO = -0.36131 Ha
net charge = +1
max |F| = 1.037 eV/A

---

Record 4
Below is the molecule C3H7NO2 at a distorted geometry, with properties calculated with the ωB97M-V functional and the def2-TZVPD basis.

Positions of all 13 atoms, in Å:
C: 0.24 -0.88 0.16
C: -0.59 0.40 0.02
C: -0.22 1.14 -1.24
O: 1.10 1.59 -1.24
O: -1.00 1.62 -2.01
N: -0.05 -1.58 1.39
H: 1.31 -0.71 0.03
H: 0.01 -1.56 -0.66
H: -0.59 0.98 0.94
H: -1.61 0.07 -0.16
H: 1.16 2.51 -0.98
H: 0.00 -1.05 2.24
H: 0.24 -2.53 1.51

Calculated values
energy = -8809.116 eV
HOMO-LUMO gap = 9.7 eV
ΔE to the lowest compared entry with this formula, charge and spin = 32.6 kcal per mole
E_HOMO = -0.33442 Ha
max |F| = 3.236 eV/A
SMILES = NCCC(=O)O

---

Record 5
Below is a structure of composition C5H8N2, with properties calculated with the ωB97M-V functional and the def2-TZVPD basis.

Positions of all 15 atoms, in Å:
C: -2.27 -0.17 0.15
C: -0.81 0.15 -0.05
C: -0.37 1.47 -0.52
N: 0.87 1.75 -0.66
C: 1.47 -1.01 -0.12
N: 2.55 -1.21 0.64
C: 0.22 -0.68 0.17
H: -2.75 -0.53 -0.77
H: -2.40 -0.95 0.91
H: -2.83 0.71 0.48
H: -1.17 2.19 -0.74
H: 0.99 2.70 -1.02
H: 2.60 -0.93 1.61
H: 3.39 -1.58 0.22
H: 0.53 -1.90 -0.32

Calculated values
energy = -8290.542 eV
HOMO-LUMO gap = 8.3 eV
ΔE to the lowest compared entry with this formula, charge and spin = 102.7 kcal per mole
E_HOMO = -0.27973 Ha
max |F| = 0.412 eV/A